103
Properties=species:S:1:pos:R:3:forces:R:3:lowdin_charge:R:1 method="wB97M-V/def2-TZVPD" homo_lumo_gap_ev=9.94 lumo_ev=0.30 e_homo_ev=-9.64
C -1.554929 -3.486476 6.898275 -0.422 0.110 -0.495 0.104
C -0.970543 -3.783298 5.893120 0.055 -0.584 -0.211 -0.213
C -0.357283 -4.236535 4.639825 -0.286 0.761 0.059 -0.279
Si 1.349891 -3.481309 4.354712 0.213 0.258 0.341 0.292
Cl 1.006153 -1.473031 3.790891 0.036 -0.642 0.120 0.362
C 2.476421 -3.410920 5.861358 -0.040 -0.418 -0.497 -0.261
C 2.412066 -4.626376 6.822696 0.345 0.380 0.402 -0.230
C 1.651730 -4.382874 8.140339 0.598 -0.765 0.260 -0.280
O 1.763151 -3.065947 8.650966 -0.505 0.117 -0.219 -0.072
C 2.108613 -4.311069 2.823985 -0.076 -0.416 0.535 -0.248
C 1.744931 -5.772618 2.594157 0.173 0.724 -0.565 -0.856
O 1.323447 -6.115769 1.546105 -0.395 -0.506 -0.585 0.013
Br 1.969188 -7.165833 3.942389 0.316 0.517 0.034 0.742
H -2.326023 -3.223490 7.578259 0.233 0.090 0.479 0.024
H -0.401083 -5.321300 4.533760 0.216 -0.020 0.265 0.048
H -1.008065 -3.826060 3.855473 0.213 -0.066 -0.157 0.089
H 3.503240 -3.372406 5.477580 -0.154 0.186 -0.163 0.080
H 2.305730 -2.447740 6.348837 -0.108 -0.172 0.134 0.063
H 3.443878 -4.881022 7.093281 -0.047 0.066 -0.043 0.106
H 2.022954 -5.523348 6.343166 -0.135 0.085 0.018 0.021
H 0.612606 -4.685857 8.045560 -0.160 0.594 -0.031 0.070
H 2.082915 -5.051445 8.902617 -0.066 -0.158 -0.234 0.112
H 2.654557 -2.759257 8.476122 0.175 0.055 0.080 0.077
H 3.196777 -4.216492 2.753369 -0.036 0.038 0.349 0.083
H 1.711629 -3.772840 1.959407 -0.018 -0.149 -0.017 0.070
C 2.483545 1.207127 1.872095 0.460 0.136 0.068 -0.081
C 3.939588 1.352854 1.779254 -0.181 -0.001 0.116 -0.260
N 5.079875 1.467711 1.706616 -0.068 0.024 -0.031 0.130
H 2.077240 0.968623 0.897475 0.006 -0.056 -0.009 0.028
H 2.231337 0.404921 2.560915 0.044 0.005 -0.058 -0.004
H 2.041780 2.137490 2.226353 0.027 0.010 0.002 0.084
C 0.111078 1.807093 -1.792431 0.286 -0.149 0.096 -0.096
C 0.073454 0.849688 -0.688632 -0.155 0.104 -0.192 -0.272
N 0.050689 0.108494 0.189200 -0.145 -0.041 -0.044 0.134
H 0.114571 2.821108 -1.402067 -0.022 0.022 -0.054 0.051
H 1.013217 1.653406 -2.387707 -0.130 -0.002 -0.001 0.026
H -0.761459 1.677256 -2.429200 -0.014 0.020 0.012 0.076
C 3.462309 -3.985149 -1.107161 0.034 0.082 0.157 -0.049
C 3.951987 -3.130653 -0.022668 -0.181 -0.314 -0.456 -0.273
N 4.335700 -2.461555 0.823926 0.098 0.201 0.268 0.150
H 4.304305 -4.410217 -1.649912 0.003 0.004 0.006 0.084
H 2.857158 -4.792103 -0.695085 -0.011 0.012 0.012 0.075
H 2.854637 -3.397424 -1.792616 -0.003 0.007 0.011 0.086
C -1.030007 3.513311 -5.464988 0.097 -0.044 0.100 -0.055
C 0.086112 3.884529 -4.593333 0.570 0.279 0.501 -0.282
N 0.967806 4.183219 -3.907861 -0.771 -0.175 -0.674 0.143
H -1.220466 4.313128 -6.177729 0.014 -0.002 0.010 0.054
H -0.784715 2.602788 -6.009969 0.047 0.023 -0.007 0.085
H -1.929461 3.340894 -4.875813 0.030 0.072 0.055 0.081
C 2.913555 4.964181 -6.970091 0.216 0.038 0.144 -0.061
C 1.754910 4.794794 -7.825324 0.014 -0.029 0.088 -0.274
N 0.836579 4.661075 -8.496611 -0.320 -0.053 -0.131 0.140
H 3.304140 5.973307 -7.087863 0.026 -0.001 0.051 0.088
H 2.638404 4.796571 -5.928461 -0.028 0.027 -0.002 0.059
H 3.686319 4.251767 -7.252648 0.016 0.022 -0.024 0.068
C -1.455759 -7.848067 8.396551 0.097 0.074 -0.137 -0.048
C -0.608527 -7.318173 7.327017 -0.103 -0.042 0.102 -0.222
N 0.052373 -6.894587 6.489453 -0.218 -0.148 0.236 0.142
H -0.919560 -7.811980 9.342790 0.003 0.009 -0.002 0.085
H -2.362366 -7.251020 8.476555 0.008 0.016 -0.008 0.086
H -1.724665 -8.879320 8.177030 0.002 0.000 -0.003 0.083
C 4.154662 1.474049 -6.121544 -0.433 -0.101 0.201 -0.083
C 3.075258 1.390616 -5.117182 0.813 0.100 -0.660 -0.254
N 2.244907 1.325141 -4.333253 -0.279 -0.153 0.195 0.149
H 4.767406 2.355311 -5.947925 0.021 -0.040 0.136 0.073
H 4.780725 0.588581 -6.049744 0.061 0.040 0.088 0.061
H 3.728618 1.529019 -7.122536 -0.089 -0.007 0.028 0.076
C -5.832863 -2.011046 6.422272 -0.004 -0.142 0.154 -0.069
C -5.804535 -2.968605 7.531450 0.029 0.103 -0.134 -0.290
N -5.773980 -3.719864 8.398726 0.024 0.031 -0.043 0.119
H -5.730114 -0.998462 6.806777 -0.001 0.001 0.000 0.081
H -5.013024 -2.217373 5.736743 0.006 -0.003 0.006 0.078
H -6.776026 -2.094923 5.886411 0.000 0.003 -0.003 0.081
C -2.117561 3.717225 1.299585 0.028 0.036 -0.198 -0.049
C -2.123054 3.975022 -0.143191 -0.027 0.021 0.199 -0.281
N -2.125830 4.172594 -1.274381 -0.075 -0.069 0.053 0.147
H -1.292041 3.053346 1.551781 -0.013 -0.025 -0.011 0.076
H -2.002133 4.654241 1.840453 -0.008 0.006 -0.008 0.085
H -3.054654 3.247963 1.594391 0.001 -0.003 0.007 0.082
C -4.715825 1.194861 -1.012792 -0.117 -0.027 0.146 -0.065
C -5.765826 1.095240 0.004217 0.117 -0.004 -0.114 -0.284
N -6.585078 1.016700 0.804197 0.055 0.013 -0.015 0.120
H -4.119445 2.089785 -0.844187 -0.002 0.015 -0.054 0.048
H -4.068328 0.321175 -0.961869 -0.001 -0.003 0.016 0.082
H -5.162314 1.249629 -2.003490 -0.010 0.019 0.004 0.084
C 6.094951 0.113500 -1.106657 0.041 0.102 -0.355 -0.079
C 6.145283 0.339373 -2.556179 -0.016 -0.044 0.204 -0.257
N 6.179806 0.517399 -3.690461 -0.037 -0.019 0.048 0.130
H 6.895984 -0.560680 -0.810736 -0.012 -0.011 0.013 0.085
H 6.210708 1.057814 -0.578622 -0.033 -0.042 0.027 0.057
H 5.139405 -0.328872 -0.832755 0.023 0.010 0.044 0.051
C -2.639050 5.908030 -8.465673 -0.092 -0.126 0.127 -0.084
C -3.705880 5.802561 -7.467839 0.102 0.052 -0.167 -0.295
N -4.544999 5.720178 -6.687839 0.003 -0.011 -0.039 0.116
H -2.044446 6.799900 -8.279340 0.001 0.002 -0.003 0.086
H -1.991831 5.033667 -8.414050 0.047 0.033 -0.007 0.049
H -3.074028 5.972980 -9.460559 -0.021 0.057 0.011 0.046
C -7.214986 7.415795 -9.427255 0.161 -0.007 -0.036 -0.063
C -5.890124 7.381239 -10.048771 -0.139 -0.011 0.077 -0.266
N -4.851507 7.350496 -10.536106 -0.045 -0.003 0.018 0.135
H -7.147261 7.056709 -8.401723 0.034 -0.009 0.000 0.078
H -7.594681 8.435470 -9.425466 0.005 0.002 -0.006 0.082
H -7.900011 6.780220 -9.984626 0.006 0.000 -0.007 0.082